Entry 1:
Formula: C2I3N3S
Source: OMol25
Level of theory: ωB97M-V/def2-TZVPD

Geometry (Å):
N  0.79  1.75  0.94
N  -0.28  -1.26  -0.61
I  2.94  0.14  -0.26
I  -1.23  -1.16  -2.45
I  -0.83  -2.77  0.55
S  -0.80  2.04  1.13
C  0.98  0.66  0.24
N  -1.29  0.65  0.42
C  -0.27  -0.04  0.04

The value obtained for the energy relative to the best compared isomer or geometry (same formula, charge and spin) is 0.0 kJ/mol. The value obtained for the LUMO energy is -0.0424 hartree. The value obtained for the HOMO-LUMO gap is 7.96 eV.

Löwdin atomic charge list, values in e, 8 entries: -0.343, -1.086, 0.858, 0.761, 0.819, 0.978, -0.873, -0.243


Entry 2:
Formula: C2N3O3S
Source: OMol25
Level of theory: ωB97M-V/def2-TZVPD

Geometry (Å):
N  0.92  0.06  0.59
C  -0.22  0.02  -0.02
O  -0.54  0.00  -1.20
O  3.08  -0.06  0.30
C  -2.54  -0.26  0.42
O  2.01  1.49  -0.71
S  -4.08  -0.34  -0.05
N  1.99  0.48  0.05
N  -1.44  -0.18  0.85

The value obtained for the energy relative to the best compared isomer or geometry (same formula, charge and spin) is 171.5 kJ/mol. The value obtained for the LUMO energy is 0.1114 hartree. Its charge is -1. The value obtained for the HOMO-LUMO gap is 8.67 eV. Its SMILES is O=[N+]([O-])/N=C(\[O-])N=C=S.

Löwdin atomic charge list, values in e, 8 entries: 0.115, -0.533, 0.026, -0.033, -0.795, -0.029, 0.595, -0.482


Entry 3:
Formula: C2N3O5S
Source: OMol25
Level of theory: ωB97M-V/def2-TZVPD

Geometry (Å):
O  -0.82  -1.27  -0.27
O  -0.26  1.20  2.09
C  -0.20  -2.31  -0.53
N  -1.08  1.80  1.48
O  -1.87  2.61  1.89
C  1.45  0.02  -1.08
O  2.06  1.02  -0.95
N  0.24  -3.35  -0.47
O  1.64  -1.09  -1.54
S  -1.12  1.38  -0.32
N  -0.04  -0.02  -0.31

The value obtained for the energy relative to the best compared isomer or geometry (same formula, charge and spin) is 67.0 kJ/mol. The value obtained for the LUMO energy is 0.1144 hartree. Its charge is -1. The value obtained for the HOMO-LUMO gap is 8.86 eV. Its SMILES is N#CON(S[N+](=O)[O-])C(=O)[O-].

Löwdin atomic charge list, values in e, 8 entries: -0.045, 0.024, -0.471, -0.691, -0.021, -0.726, 0.065, 0.150